*w*
{"formula": "C6H8N2", "method": "wB97M-V/def2-TZVPD", "elements": ["H", "N", "C", "N", "C", "C", "C", "C", "C", "H", "H", "H", "H", "H", "H", "H"], "coordinates": [[2.39, -1.93, 0.36], [2.53, -0.79, 0.00], [1.20, -0.41, 0.05], [1.08, 1.03, 0.13], [-0.18, 1.71, -0.13], [-1.47, 1.28, 0.04], [-1.41, -0.30, 0.41], [-1.54, -1.59, -0.13], [-0.25, -0.80, -0.37], [1.99, 1.57, 0.33], [0.30, 2.74, -0.72], [-2.31, 1.82, -0.12], [-1.60, -0.52, 1.66], [-2.13, -2.03, -1.00], [-1.52, -2.25, 0.63], [-0.43, -0.48, -1.24]], "nbo_charge": [0.3287, -0.6933, 0.4511, -0.6532, 0.0134, -0.2664, -0.2256, -0.3584, -0.3095, 0.4316, 0.2180, 0.2161, 0.2127, 0.2177, 0.2113, 0.2060], "spin_multiplicity": 1, "orbital_gap_ev": 9.34, "charge": 0, "homo_ev": -8.362, "smiles": "[H]/N=C1/NC=C[C@H]2C[C@H]12"}

=====

*x*
{"formula": "C6H8N2", "method": "wB97M-V/def2-TZVPD", "elements": ["C", "C", "C", "C", "C", "C", "H", "H", "H", "H", "H", "H", "H", "H", "N", "N"], "coordinates": [[-2.28, -1.09, 0.16], [-1.01, -0.28, -0.26], [1.01, 0.28, -0.89], [0.37, 1.33, 0.10], [2.06, -0.50, -0.25], [3.07, -0.79, 0.27], [-1.94, -2.13, -0.33], [-2.00, -1.17, 1.40], [-3.28, -0.60, -0.11], [1.20, 0.99, -1.77], [0.78, 2.45, 0.27], [0.90, 0.63, 1.13], [-1.94, 1.36, 0.43], [4.07, -0.68, 1.02], [0.05, -0.84, -0.95], [-1.06, 1.05, -0.21]], "nbo_charge": [-0.6974, 0.4365, -0.1898, -0.2276, -0.0388, -0.2294, 0.2723, 0.2349, 0.2433, 0.2255, 0.2445, 0.1693, 0.3956, 0.2673, -0.4662, -0.6400], "spin_multiplicity": 1, "orbital_gap_ev": 9.24, "charge": 0, "homo_ev": -8.487}

=====

Result of the stability comparison: *w* is the least stable of them.

=====

*w*
{"formula": "C6H8N2", "method": "wB97M-V/def2-TZVPD", "elements": ["H", "N", "C", "C", "C", "N", "C", "C", "C", "H", "H", "H", "H", "H", "H", "H"], "coordinates": [[-2.71, 2.10, -0.02], [-1.77, 2.07, -0.22], [-1.22, 0.90, -0.11], [-2.08, -0.36, 0.02], [-2.58, -1.46, 0.21], [0.13, 0.55, -0.16], [1.36, 0.97, 0.43], [2.03, -0.43, 0.06], [0.63, -0.79, -0.53], [-2.99, -2.35, 0.68], [1.88, 1.75, -0.17], [1.40, 1.16, 1.47], [2.81, -0.47, -0.80], [2.45, -1.05, 0.79], [0.08, -1.54, -0.06], [0.57, -1.07, -1.58]], "nbo_charge": [0.3492, -0.6550, 0.4079, -0.0879, -0.2323, -0.4348, -0.1805, -0.4093, -0.1914, 0.2460, 0.1947, 0.1967, 0.2035, 0.2097, 0.1952, 0.1884], "spin_multiplicity": 1, "orbital_gap_ev": 9.65, "charge": 0, "homo_ev": -8.773, "smiles": "[H]/N=C(\\C#C)N1CCC1"}

=====

*x*
{"formula": "C6H8N2", "method": "wB97M-V/def2-TZVPD", "elements": ["C", "C", "C", "C", "C", "C", "N", "N", "H", "H", "H", "H", "H", "H", "H", "H"], "coordinates": [[-2.09, -1.11, 0.00], [-2.74, 0.13, -0.02], [-0.69, -0.80, 0.00], [-1.77, 1.09, -0.13], [2.66, -0.50, -0.03], [1.74, 0.85, -0.06], [-0.54, 0.57, -0.14], [0.55, 1.33, -0.07], [-2.69, -2.05, 0.28], [-3.73, 0.35, 0.11], [0.17, -1.46, 0.01], [-1.85, 2.13, -0.06], [3.69, -0.07, 0.14], [2.70, -0.94, -0.96], [2.04, -1.24, 0.91], [2.56, 1.72, 0.04]], "nbo_charge": [-0.2807, -0.2967, -0.1170, -0.0404, -0.6551, 0.0952, -0.1884, -0.2326, 0.2328, 0.2158, 0.2087, 0.2116, 0.2329, 0.2184, 0.2265, 0.1692], "spin_multiplicity": 1, "orbital_gap_ev": 9.00, "charge": 0, "homo_ev": -8.236}

=====

*y*
{"formula": "C6H8N2", "method": "wB97M-V/def2-TZVPD", "elements": ["C", "C", "C", "C", "N", "N", "C", "C", "H", "H", "H", "H", "H", "H", "H", "H"], "coordinates": [[2.27, -0.82, -0.08], [1.12, -0.22, 0.00], [0.66, 1.30, -0.22], [-0.70, 1.61, 0.23], [-1.75, 0.87, -0.16], [-1.29, -0.32, -0.64], [-1.60, -1.64, 0.00], [-0.34, -0.60, 0.37], [3.16, -0.13, -0.21], [2.36, -1.82, -0.14], [0.47, 1.56, -1.43], [1.53, 2.00, 0.23], [-1.09, 2.65, 0.51], [-1.81, -2.59, -0.56], [-2.38, -1.61, 0.69], [-0.62, -0.26, 1.42]], "nbo_charge": [-0.3937, 0.0309, -0.5293, -0.0312, -0.2310, -0.2921, -0.2560, -0.0983, 0.2038, 0.2122, 0.2776, 0.2468, 0.2313, 0.2184, 0.1884, 0.2223], "spin_multiplicity": 1, "orbital_gap_ev": 9.58, "charge": 0, "homo_ev": -8.649, "smiles": "C=C1CC=NN2C[C@@H]12"}

=====

Result of the stability comparison: *y* is the least stable of them.